ORCA calculation (ωB97M-V with the def2-TZVPD basis set) on a cluster of 6 separate species, C64H144F3NO4P4S2 in total in a non-equilibrium geometry.

Computed properties:
E_LUMO   -3.83 eV
Maximum force   8.7 eV/Å
Spin multiplicity   1
Charge   +2

Last column: Löwdin charge in e.
Element x y z (Å)
F (-0.0488, 0.8119, -3.0154)  -0.589
C (-4.6380, 5.0159, -2.5626)  -0.095
C (-3.3621, 4.2673, -2.0915)  -0.247
C (-2.2482, 4.4555, -3.1395)  -0.225
C (-0.9653, 3.9049, -2.5299)  -0.301
P (0.6328, 4.1862, -3.4107)  1.120
C (0.3431, 3.6407, -5.1306)  -0.237
C (1.5564, 3.4700, -6.2003)  -0.201
C (1.2723, 2.4154, -7.1920)  -0.306
C (2.3151, 2.0435, -8.1419)  -0.082
C (0.9828, 6.0431, -3.4859)  -0.275
C (1.5170, 6.6240, -4.7731)  -0.269
C (1.5058, 8.1798, -4.7298)  -0.231
C (1.8950, 8.7952, -6.1110)  -0.098
C (2.1400, 3.2245, -2.6020)  -0.211
C (3.5826, 3.8240, -2.8166)  -0.217
C (4.6247, 2.7171, -2.7427)  -0.245
C (4.2889, 1.3629, -3.4644)  -0.097
H (-5.2943, 4.5392, -3.2907)  0.078
H (-4.3209, 6.0017, -2.9027)  0.074
H (-5.2806, 5.1627, -1.6945)  0.058
H (-3.6158, 3.2288, -1.8788)  0.087
H (-3.0761, 4.7195, -1.1419)  0.103
H (-1.9789, 5.5033, -3.2720)  0.099
H (-2.5039, 4.0938, -4.1354)  0.117
H (-0.9736, 2.8581, -2.2262)  0.065
H (-0.8379, 4.3525, -1.5442)  0.086
H (-0.5663, 3.9982, -5.6135)  0.089
H (0.0364, 2.6039, -4.9931)  0.067
H (2.5099, 3.3009, -5.6999)  0.088
H (1.7291, 4.4773, -6.5792)  0.094
H (0.2911, 2.6314, -7.6147)  0.109
H (0.9947, 1.5064, -6.6584)  0.097
H (2.7135, 1.0692, -7.8590)  0.053
H (3.1573, 2.7034, -8.3503)  0.084
H (1.7454, 1.9114, -9.0617)  0.092
H (1.7499, 6.4726, -2.8417)  0.090
H (0.0340, 6.4833, -3.1791)  0.078
H (0.8821, 6.1884, -5.5447)  0.096
H (2.5028, 6.1778, -4.9042)  0.108
H (2.2624, 8.4554, -3.9951)  0.100
H (0.5854, 8.6833, -4.4338)  0.108
H (2.8355, 8.3566, -6.4446)  0.071
H (1.8600, 9.8788, -6.2243)  0.072
H (1.1371, 8.4490, -6.8137)  0.069
H (2.0226, 2.2683, -3.1119)  0.041
H (1.8395, 3.1074, -1.5608)  0.060
H (3.7155, 4.6263, -2.0908)  0.102
H (3.5885, 4.2789, -3.8071)  0.091
H (4.9264, 2.2954, -1.7839)  0.079
H (5.5721, 3.1172, -3.1038)  0.106
H (5.1724, 0.7357, -3.5832)  0.081
H (3.8256, 1.5665, -4.4298)  0.055
H (3.5082, 0.8250, -2.9265)  0.055
C (-3.8759, -0.0949, -2.4375)  -0.088
C (-3.0775, -1.3307, -1.9752)  -0.248
C (-2.7491, -2.1795, -3.1961)  -0.239
C (-1.4887, -1.9051, -4.1144)  -0.181
P (0.1373, -2.3741, -3.2349)  1.122
C (0.3594, -4.2050, -3.5571)  -0.266
C (-0.7416, -5.1649, -3.0357)  -0.255
C (-0.2874, -6.6070, -2.8583)  -0.288
C (0.1553, -7.4389, -4.0257)  -0.098
C (0.2052, -2.1380, -1.3632)  -0.239
C (1.0263, -3.2084, -0.6229)  -0.234
C (1.0115, -3.1101, 0.9101)  -0.236
C (-0.2915, -3.4602, 1.6028)  -0.115
C (1.7098, -1.7633, -3.9981)  -0.285
C (1.7603, -1.7719, -5.5160)  -0.199
C (3.1707, -1.1976, -5.9488)  -0.271
C (4.3032, -2.1377, -5.9116)  -0.115
H (-4.7793, -0.3845, -2.9742)  0.083
H (-3.3414, 0.5348, -3.1487)  0.070
H (-4.1922, 0.7302, -1.7994)  0.036
H (-3.6108, -1.9543, -1.2577)  0.098
H (-2.0974, -0.9273, -1.7209)  0.067
H (-3.6670, -2.2180, -3.7828)  0.112
H (-2.8552, -3.2410, -2.9725)  0.082
H (-1.3885, -0.8368, -4.3064)  0.055
H (-1.5061, -2.3012, -5.1297)  0.104
H (1.3671, -4.2896, -3.1502)  0.082
H (0.3148, -4.4505, -4.6181)  0.099
H (-1.6466, -5.1642, -3.6432)  0.115
H (-1.0367, -4.7352, -2.0784)  0.080
H (-1.1270, -7.0177, -2.2974)  0.107
H (0.4575, -6.6883, -2.0667)  0.103
H (0.9764, -6.9790, -4.5755)  0.078
H (-0.6339, -7.5531, -4.7689)  0.077
H (0.2304, -8.4778, -3.7045)  0.082
H (-0.8033, -2.2179, -0.9574)  0.049
H (0.4610, -1.0862, -1.2348)  0.073
H (2.0805, -3.2751, -0.8918)  0.112
H (0.5906, -4.1609, -0.9244)  0.087
H (1.3079, -2.1056, 1.2119)  0.092
H (1.7419, -3.8262, 1.2867)  0.108
H (-0.5392, -3.0268, 2.5718)  0.052
H (-0.4588, -4.5156, 1.8178)  0.078
H (-1.1915, -3.2972, 1.0100)  0.055
H (2.5570, -2.3402, -3.6270)  0.090
H (1.8231, -0.7129, -3.7301)  0.062
H (0.9324, -1.1987, -5.9332)  0.111
H (1.7845, -2.7817, -5.9256)  0.106
H (3.2560, -0.2091, -5.4975)  0.077
H (3.1136, -0.8717, -6.9874)  0.097
H (5.2522, -1.6614, -6.1580)  0.078
H (4.2065, -2.7426, -6.8132)  0.089
H (4.5442, -2.6109, -4.9597)  0.073
C (-6.5342, -6.8003, 2.0457)  -0.128
C (-7.4533, -5.6858, 2.4039)  -0.257
C (-6.8880, -4.4719, 3.2261)  -0.214
C (-5.6187, -3.7692, 2.6843)  -0.224
P (-5.1376, -2.0487, 3.3193)  1.005
C (-3.3050, -1.7493, 3.1693)  -0.223
C (-2.8369, -0.2646, 3.3760)  -0.187
C (-1.4404, 0.1293, 2.7371)  -0.222
C (-1.4826, 0.0919, 1.1975)  -0.087
C (-6.0235, -0.6883, 2.3752)  -0.225
C (-5.4500, -0.3363, 0.9257)  -0.189
C (-5.9862, 1.0469, 0.3585)  -0.236
C (-5.1996, 2.2047, 0.9222)  -0.103
C (-5.6365, -1.8964, 4.9458)  -0.298
C (-5.0615, -3.0145, 5.9314)  -0.215
C (-4.2012, -2.3728, 7.0270)  -0.245
C (-3.5092, -3.4747, 7.8784)  -0.095
H (-6.1328, -7.2743, 2.9414)  0.078
H (-5.7476, -6.5730, 1.3263)  0.075
H (-7.1190, -7.6427, 1.6762)  0.082
H (-8.2702, -6.0880, 3.0032)  0.113
H (-7.9647, -5.4555, 1.4693)  0.112
H (-6.9595, -4.6297, 4.3023)  0.103
H (-7.6950, -3.7409, 3.1756)  0.098
H (-5.6676, -3.6949, 1.5979)  0.098
H (-4.7267, -4.3076, 3.0048)  0.081
H (-3.0876, -2.0574, 2.1466)  0.073
H (-2.9402, -2.4739, 3.8973)  0.084
H (-2.8306, 0.0571, 4.4174)  0.094
H (-3.5142, 0.4075, 2.8490)  0.077
H (-0.6626, -0.5271, 3.1273)  0.069
H (-0.9937, 1.0611, 3.0839)  0.103
H (-0.4931, 0.3445, 0.8164)  0.064
H (-2.1116, 0.8831, 0.7896)  0.071
H (-1.7110, -0.8764, 0.7520)  0.046
H (-5.9806, 0.1830, 3.0287)  0.081
H (-7.0656, -0.9670, 2.5313)  0.092
H (-5.6764, -1.1682, 0.2588)  0.099
H (-4.3680, -0.2186, 0.9854)  0.066
H (-7.0591, 1.2014, 0.4725)  0.112
H (-5.9766, 0.9044, -0.7221)  0.088
H (-4.1617, 2.2050, 0.5893)  0.055
H (-5.2255, 2.3134, 2.0065)  0.075
H (-5.5339, 3.1197, 0.4333)  0.075
H (-6.7145, -2.0508, 4.9918)  0.106
H (-5.5495, -0.8337, 5.1719)  0.107
H (-4.5742, -3.7894, 5.3396)  0.095
H (-5.8521, -3.5837, 6.4203)  0.114
H (-4.8050, -1.7415, 7.6788)  0.122
H (-3.4219, -1.8152, 6.5073)  0.070
H (-4.1895, -4.1422, 8.4073)  0.076
H (-3.0447, -2.8665, 8.6545)  0.071
H (-2.8019, -4.1426, 7.3867)  0.074
C (8.7303, -1.4273, 5.4552)  -0.097
C (7.4834, -1.4995, 6.2630)  -0.298
C (6.1875, -1.8172, 5.4640)  -0.211
C (5.7665, -0.7135, 4.4207)  -0.217
P (4.4800, 0.4689, 5.0575)  1.045
C (4.6928, 1.3924, 6.6592)  -0.257
C (4.6633, 0.5835, 7.9337)  -0.233
C (4.9287, 1.4884, 9.1621)  -0.234
C (6.2673, 2.1719, 9.2321)  -0.108
C (3.9682, 1.5956, 3.7180)  -0.245
C (3.4636, 0.7949, 2.4261)  -0.181
C (2.6527, 1.8644, 1.5853)  -0.254
C (3.4508, 2.8278, 0.7319)  -0.097
C (3.0883, -0.6389, 5.3515)  -0.300
C (1.8749, 0.0336, 5.9475)  -0.262
C (0.6868, -0.9126, 5.9780)  -0.245
C (-0.6132, -0.3161, 6.5775)  -0.072
H (8.7965, -2.4241, 5.0194)  0.087
H (9.4645, -1.2238, 6.2348)  0.092
H (8.6560, -0.6766, 4.6684)  0.073
H (7.5118, -0.6104, 6.8929)  0.097
H (7.4454, -2.2701, 7.0330)  0.116
H (5.3867, -2.1321, 6.1331)  0.083
H (6.2997, -2.7814, 4.9681)  0.115
H (5.3014, -1.1325, 3.5284)  0.087
H (6.5968, -0.1634, 3.9778)  0.089
H (4.0594, 2.2719, 6.5437)  0.106
H (5.6423, 1.8708, 6.4190)  0.086
H (5.2851, -0.3109, 7.8974)  0.105
H (3.6708, 0.1538, 8.0694)  0.095
H (4.7853, 0.9006, 10.0688)  0.116
H (4.1321, 2.2318, 9.1326)  0.111
H (6.2480, 3.1801, 9.6460)  0.080
H (6.7076, 2.5044, 8.2920)  0.060
H (7.0867, 1.6348, 9.7098)  0.082
H (4.8358, 2.1959, 3.4441)  0.096
H (3.2748, 2.3058, 4.1684)  0.094
H (2.8402, -0.0555, 2.7024)  0.077
H (4.2318, 0.4150, 1.7526)  0.114
H (1.7260, 2.1936, 2.0553)  0.104
H (2.1104, 1.2037, 0.9090)  0.086
H (3.5969, 2.3237, -0.2235)  0.050
H (4.4396, 3.1398, 1.0679)  0.079
H (3.0428, 3.8218, 0.5486)  0.083
H (3.4127, -1.4929, 5.9461)  0.096
H (2.8647, -1.1771, 4.4304)  0.093
H (1.5731, 0.8242, 5.2604)  0.107
H (2.0268, 0.5790, 6.8789)  0.109
H (1.0230, -1.8041, 6.5074)  0.116
H (0.5748, -1.1853, 4.9286)  0.085
H (-0.7852, 0.6850, 6.1820)  0.076
H (-0.4859, -0.1608, 7.6488)  0.079
H (-1.4276, -1.0273, 6.4395)  0.045
N (-3.6863, 0.7052, -8.2413)  -0.196
S (-2.6078, 1.4938, -7.0543)  0.552
O (-2.5631, 2.9455, -6.9560)  -0.303
O (-1.4128, 0.7761, -6.6462)  -0.324
F (-3.5227, 1.0487, -5.7911)  -0.243
S (-2.4379, 0.9134, -9.2315)  0.400
O (-1.4389, -0.1547, -9.3147)  -0.321
O (-1.9587, 2.2008, -9.6771)  -0.283
F (-3.2954, 0.5193, -10.5187)  -0.218